# 1
ORCA calculation (ωB97M-V/def2-TZVPD) on 3 unconnected molecules or ions with the total composition C4H14NO2S in a non-equilibrium geometry.

## Properties
E_LUMO	3.74	eV
HOMO-LUMO gap	6.8	eV
charge	-1
relative energy (zero: lowest compared OMol25 entry of this formula, charge and spin)	96.3	kJ/mol

Element x y z (Å)
C: -0.0459 1.9459 0.3436
C: 0.6951 1.1348 -0.7835
S: 1.9256 -0.0299 -0.0778
C: -1.3864 1.2518 0.7147
N: -1.4859 0.8006 2.1496
C: -1.1047 -0.6220 2.3038
H: 0.6023 2.0555 1.2171
H: -0.2446 2.9691 -0.0071
H: 1.0261 1.8403 -1.5598
H: -0.0313 0.4251 -1.1894
H: -2.2056 1.9435 0.5668
H: -1.6838 0.3588 0.1489
H: -0.7181 1.2635 2.6252
H: -1.7621 -1.4069 1.8908
H: -1.3589 -0.8468 3.3553
H: -0.0549 -0.7587 2.0366
H: 0.5301 -0.6978 -3.2744
H: -0.1436 -1.8290 -2.5558
O: -0.2790 -1.2198 -3.3286
H: -0.4352 -1.7618 -0.1455
H: 0.8525 -2.3516 -0.5295
O: -0.0922 -2.4017 -0.7733


# 2
ORCA calculation (ωB97M-V/def2-TZVPD) on 3 unconnected molecules or ions with the total composition C4H14NO3 in a non-equilibrium geometry.

## Properties
E_LUMO (spin up / spin down)	0.18 / -3.44	eV
HOMO-LUMO gap (spin up / spin down)	9.2 / 5.6	eV
2S+1	2
⟨S²⟩	0.753
charge	0
relative energy (zero: lowest compared OMol25 entry of this formula, charge and spin)	194.8	kJ/mol

Element x y z (Å)
C: 1.2162 -0.6464 0.6807
N: 0.6562 -0.2142 1.9607
C: -0.7599 -0.1561 2.0907
O: -1.3886 0.8904 1.3302
C: 1.9267 0.4571 -0.1184
C: 1.0832 1.4967 -0.8476
H: 0.4517 -1.1334 0.0671
H: 1.9582 -1.4139 0.8853
H: 0.9325 0.7352 2.1565
H: -1.0600 -0.0060 3.1280
H: -1.2143 -1.1075 1.7738
H: 2.6227 0.9312 0.5767
H: 2.5411 -0.1113 -0.8237
H: 0.6144 1.2214 -1.7914
H: 1.7664 2.3076 -1.1152
H: 0.3256 1.8840 -0.1638
H: -0.5176 -0.9042 -2.3898
H: -0.4671 -2.4233 -2.5608
O: -0.1512 -1.5974 -2.9402
H: -1.8103 0.4914 0.5859
H: -2.7613 -0.2655 -1.3634
O: -1.8551 0.1117 -1.3784


# 3
ORCA calculation (ωB97M-V/def2-TZVPD) on 3 unconnected molecules or ions with the total composition C4H14NO3 in a non-equilibrium geometry.

## Properties
E_LUMO (spin up / spin down)	-10.74 / -14.04	eV
HOMO-LUMO gap (spin up / spin down)	7.9 / 4.6	eV
2S+1	2
⟨S²⟩	0.759
charge	+2
relative energy (zero: lowest compared OMol25 entry of this formula, charge and spin)	295.0	kJ/mol

Element x y z (Å)
O: -2.0832 -2.4155 -0.1610
C: -1.9996 -1.4793 -0.9841
C: -0.7543 -0.5679 -0.9181
N: 0.3742 -0.8978 -0.0931
C: 0.0761 -1.3580 1.4142
C: 0.1484 -0.2127 2.3715
H: -2.7445 -1.0489 -1.6200
H: -0.4160 -0.3745 -1.9607
H: -1.1291 0.3681 -0.4552
H: 1.0584 -0.0812 -0.1047
H: 0.8806 -1.6666 -0.4366
H: 0.9857 -1.8966 1.7174
H: -0.8398 -1.8897 1.4671
H: -0.3747 0.7116 2.2061
H: 1.1038 0.1574 2.7857
H: -0.3966 -0.5302 3.2280
H: -0.1283 3.6126 -0.1869
H: 0.5314 3.5110 -1.5548
O: 0.5516 3.2996 -0.7637
H: 1.4248 1.6090 -1.6849
H: 2.2616 0.5172 -2.4574
O: 1.4696 0.6324 -1.8086


# 4
ORCA calculation (ωB97M-V/def2-TZVPD) on 5 unconnected molecules or ions with the total composition C4H14NO7 in a non-equilibrium geometry.

## Properties
E_LUMO (spin up / spin down)	0.27 / -4.41	eV
HOMO-LUMO gap (spin up / spin down)	10.8 / 6.1	eV
2S+1	2
⟨S²⟩	0.755
charge	0

Element x y z (Å)
O: 0.3516 -0.9444 0.7767
C: 0.4968 0.2504 0.9752
N: 1.7173 0.8656 0.8840
C: 2.8583 0.2500 0.2961
O: 3.2324 -0.7768 0.9525
O: 3.3971 0.7870 -0.6321
C: -0.6898 1.1386 1.2257
C: -1.2883 1.5755 -0.1290
H: 1.6929 1.8793 0.8934
H: -1.3932 0.6204 1.8647
H: -0.3965 2.0259 1.7981
H: -0.4766 1.8808 -0.7861
H: -2.0004 2.3886 -0.0212
H: -1.8011 0.7219 -0.5645
H: -2.1797 -1.5373 -0.4041
H: -2.5472 -2.5348 -1.3438
O: -2.9473 -2.1020 -0.5755
H: 2.7304 3.3836 -2.2688
H: 2.6253 2.2125 -1.3524
O: 2.2185 3.0834 -1.5101
H: 0.1401 -1.7905 -0.8304
H: 0.2463 -2.5201 -2.2196
O: -0.3588 -2.1643 -1.5668
H: -2.6137 -2.8233 1.3047
H: -1.1390 -2.7258 1.3870
O: -1.8755 -3.1442 1.8462


# 5
ORCA calculation (ωB97M-V/def2-TZVPD) on 2 unconnected molecules or ions with the total composition C4H14NOS in a non-equilibrium geometry.

## Properties
E_LUMO	-3.16	eV
HOMO-LUMO gap	9.6	eV
charge	+1
relative energy (zero: lowest compared OMol25 entry of this formula, charge and spin)	155.0	kJ/mol

Element x y z (Å)
C: -0.7086 -2.0750 -0.2005
C: 0.0396 -0.7097 -0.2993
C: -0.1738 -0.0536 -1.6596
C: 0.3896 1.2963 -1.7614
S: 2.0691 1.4168 -1.1330
N: -0.5473 0.2640 0.9127
H: -1.8353 -1.8815 -0.1334
H: -0.2876 -2.7740 0.6181
H: -0.4493 -2.8238 -1.0303
H: 1.2091 -0.8139 -0.1199
H: 0.3097 -0.6969 -2.4166
H: -1.2369 -0.1523 -2.0283
H: -0.1931 2.2224 -1.3313
H: 0.4223 1.4735 -2.8893
H: 2.6599 1.1280 -2.3420
H: -0.0285 0.1037 1.8108
H: -1.5773 -0.0381 1.0139
H: -0.6375 1.2254 0.7616
H: -0.3750 0.6569 4.5939
H: 0.8139 1.4823 3.9149
O: 0.1372 0.7496 3.7191


# 6
ORCA calculation (ωB97M-V/def2-TZVPD) on 2 unconnected molecules or ions with the total composition C4H14NOS in a non-equilibrium geometry.

## Properties
E_LUMO	-2.97	eV
HOMO-LUMO gap	9.6	eV
charge	+1
relative energy (zero: lowest compared OMol25 entry of this formula, charge and spin)	123.5	kJ/mol

Element x y z (Å)
C: 0.9784 0.8474 0.3060
C: -0.0427 0.7503 1.5312
C: -1.5271 1.0612 1.1754
S: -2.0807 -0.3973 0.1177
C: -2.9232 0.3284 -1.3140
N: 1.0942 -0.5501 -0.2931
H: 1.8954 1.1250 0.8751
H: 0.8232 1.5461 -0.5062
H: -0.0594 -0.2402 1.9914
H: 0.4047 1.4852 2.2301
H: -2.2396 1.0098 2.0194
H: -1.5618 1.9469 0.5401
H: -2.1748 0.6709 -2.0677
H: -3.7241 -0.1862 -1.8135
H: -3.2858 1.3350 -1.0530
H: 2.0110 -1.0087 -0.3079
H: 0.9990 -0.3690 -1.3092
H: 0.1545 -1.0387 -0.1270
H: 4.2980 -2.5097 -0.1420
H: 3.4397 -3.3302 -1.1430
O: 3.5211 -2.4759 -0.7100


charge of number 4 (C4H14NO7)?
0


charge of number 3 (C4H14NO3)?
+2